115
Properties=species:S:1:pos:R:3:mulliken_charge:R:1 method="wB97M-V/def2-TZVPD" orbital_gap_ha="0.2202 / 0.1983" lumo_energy_ev="2.120 / 1.892" homo_energy_ev="-3.871 / -3.503" multiplicity=1 charge=-1 relative_energy_kcal_mol=132.5
Sn -0.815 -0.004 0.249 1.33
C 5.064 1.278 0.698 -1.94
C 4.186 0.095 1.005 0.80
C 4.600 -0.808 1.973 -1.40
C 3.692 -1.783 2.401 0.07
N 2.595 -2.059 1.742 -0.51
N 2.265 -1.313 0.662 1.76
B 1.139 -1.774 -0.212 -2.00
N 0.514 -3.160 0.233 0.53
N 1.420 -4.140 0.427 -0.33
C 1.062 -5.265 0.960 -0.09
C -0.257 -5.455 1.447 -0.76
C -1.209 -4.547 1.150 0.48
C -2.625 -4.704 1.606 -1.80
C -0.821 -3.371 0.414 0.72
S -2.031 -2.362 -0.196 -0.36
C 2.059 -6.416 1.030 2.63
C 2.431 -6.705 2.488 -1.70
C 1.410 -7.664 0.410 -2.00
C 3.312 -6.075 0.227 -1.44
N 1.722 -1.923 -1.679 0.05
N 3.017 -2.308 -1.620 0.50
C 3.761 -2.311 -2.677 0.35
C 3.230 -1.970 -3.947 -0.91
C 1.923 -1.648 -4.057 0.70
C 1.312 -1.308 -5.380 -1.87
C 1.114 -1.585 -2.856 0.50
S -0.478 -1.078 -2.955 -0.35
C 5.230 -2.681 -2.469 2.56
C 5.918 -1.544 -1.703 -1.42
C 5.313 -3.959 -1.627 -1.35
C 5.954 -2.915 -3.796 -2.39
C 2.962 -0.125 0.405 0.16
S 1.953 1.280 -0.133 0.82
C 3.988 -2.652 3.622 2.70
C 2.682 -3.157 4.239 -1.60
C 4.836 -3.841 3.147 -1.38
C 4.763 -1.858 4.680 -2.08
H 6.087 1.061 1.008 0.53
H 4.710 2.158 1.235 0.36
H 5.045 1.530 -0.359 0.23
H 5.564 -0.683 2.444 0.29
H -0.496 -6.326 2.046 0.36
H -2.742 -5.615 2.192 0.41
H -3.300 -4.726 0.749 0.38
H -2.909 -3.835 2.205 0.22
H 1.547 -6.943 3.085 0.35
H 2.925 -5.844 2.940 0.20
H 3.113 -7.557 2.535 0.52
H 0.593 -8.051 1.023 0.35
H 2.161 -8.452 0.310 0.48
H 1.013 -7.440 -0.582 0.39
H 3.697 -5.104 0.523 -0.53
H 3.076 -6.013 -0.837 0.47
H 4.083 -6.835 0.379 0.44
H 3.860 -1.955 -4.826 0.42
H 2.018 -1.511 -6.186 0.41
H 1.025 -0.256 -5.399 0.30
H 0.396 -1.881 -5.523 0.37
H 5.427 -1.390 -0.742 -0.04
H 5.872 -0.607 -2.265 0.38
H 6.968 -1.793 -1.526 0.46
H 4.832 -3.789 -0.665 -0.27
H 6.357 -4.239 -1.465 0.46
H 4.801 -4.787 -2.124 0.39
H 6.026 -2.000 -4.389 0.41
H 5.452 -3.681 -4.393 0.44
H 6.970 -3.259 -3.591 0.44
H 2.061 -3.641 3.485 -0.07
H 2.111 -2.326 4.658 0.45
H 2.898 -3.871 5.040 0.52
H 4.336 -4.346 2.322 -0.13
H 4.986 -4.556 3.961 0.44
H 5.815 -3.505 2.794 0.41
H 4.284 -0.895 4.870 0.36
H 5.796 -1.676 4.378 0.35
H 4.786 -2.423 5.615 0.48
C -3.480 2.054 0.239 -1.10
N -3.265 0.801 0.956 0.85
C -4.367 -0.124 0.744 -1.30
C -3.046 1.031 2.383 -1.58
C -2.322 -0.124 3.035 0.47
C -2.739 -0.590 4.275 -0.72
C -2.037 -1.599 4.923 -1.15
C -0.890 -2.109 4.331 -0.41
C -0.478 -1.633 3.088 0.39
C -1.196 -0.657 2.397 1.44
H -4.331 2.616 0.651 0.29
H -3.674 1.835 -0.811 0.32
H -2.575 2.660 0.300 0.26
H -5.326 0.313 1.066 0.26
H -4.187 -1.040 1.306 0.34
H -4.432 -0.388 -0.314 0.31
H -4.000 1.228 2.898 0.32
H -2.407 1.912 2.485 0.36
H -3.616 -0.156 4.746 0.35
H -2.377 -1.973 5.882 0.35
H -0.321 -2.883 4.836 0.41
H 0.435 -2.032 2.663 -0.24
F 4.073 2.690 -2.909 -0.19
C 2.855 2.971 -3.381 0.69
F 2.489 4.161 -2.930 -0.24
F 2.972 3.066 -4.733 -0.28
S 1.553 1.602 -3.029 0.54
O 2.410 0.813 -1.962 -0.76
O 2.734 2.509 -0.083 -0.67
O 0.476 2.350 -2.381 -0.61
C 1.738 3.784 2.587 -1.02
S 0.631 2.410 2.430 1.45
O 0.065 2.178 3.735 -0.70
O 1.520 1.260 1.990 -1.04
O -0.306 2.737 1.366 -0.72
H 2.512 3.511 3.303 0.27
H 1.145 4.619 2.952 0.40
H 2.158 3.984 1.602 0.23

106
Properties=species:S:1:pos:R:3:mulliken_spin:R:1 method="wB97M-V/def2-TZVPD" orbital_gap_ha=0.2968 lumo_energy_ev=0.210 homo_energy_ev=-7.865 multiplicity=3
C -2.402 -4.697 0.441 0.00
C -3.550 -4.532 1.078 0.00
C -3.695 -3.723 2.351 0.00
C -4.018 -2.289 2.008 0.00
C -3.080 -1.285 2.218 0.00
C -3.352 0.035 1.862 0.00
C -2.297 1.079 2.104 0.00
S -0.828 0.633 1.159 0.00
O -1.266 0.333 -0.175 0.00
O -0.109 -0.406 1.845 0.00
C -4.584 0.364 1.296 0.00
C -5.549 -0.621 1.102 0.00
C -5.249 -1.933 1.464 0.00
N -6.837 -0.366 0.550 0.00
C -6.894 0.631 -0.462 0.00
C -7.795 0.439 -1.511 0.00
C -7.921 1.353 -2.542 0.00
C -7.110 2.480 -2.552 0.00
C -6.194 2.681 -1.522 0.00
C -5.297 3.897 -1.585 0.00
C -4.199 3.609 -2.621 0.00
C -2.986 4.503 -2.472 0.00
F -2.701 4.745 -1.178 0.00
Br -3.330 6.213 -3.343 0.00
C -1.724 3.777 -3.092 0.00
F -1.129 3.080 -2.131 0.00
F -2.134 2.911 -4.025 0.00
Br -0.358 4.871 -3.968 0.00
C -6.090 1.767 -0.476 0.00
S -4.939 2.040 0.839 0.00
H -1.563 -4.040 0.642 0.00
H -2.245 -5.478 -0.285 0.00
H -4.442 -4.993 0.669 0.00
H -2.723 -3.745 2.831 0.01
H -4.469 -4.174 2.964 0.00
H -2.138 -1.563 2.663 0.00
H -2.611 2.079 1.818 0.00
H -2.006 1.118 3.152 0.00
H -0.031 1.735 1.139 0.00
H -5.987 -2.712 1.321 0.00
H -7.103 -1.227 0.091 0.00
H -8.410 -0.451 -1.521 0.00
H -8.621 1.179 -3.343 0.00
H -7.199 3.195 -3.357 0.00
H -4.842 4.113 -0.627 0.00
H -5.898 4.745 -1.905 0.00
H -3.862 2.590 -2.419 0.00
H -4.591 3.605 -3.629 0.00
C 2.506 -6.889 5.923 0.01
C 1.229 -6.461 5.147 0.03
C 1.403 -6.630 3.629 0.02
C 2.180 -5.516 2.927 -0.02
C 1.633 -4.148 3.325 0.02
C 1.616 -3.955 4.840 0.02
N 0.862 -5.059 5.510 0.37
O -0.408 -4.878 5.344 0.54
C 3.071 -3.861 5.338 0.02
C 0.986 -2.613 5.189 -0.02
C 0.145 -7.442 5.586 -0.01
H 3.033 -6.058 6.379 -0.01
H 2.250 -7.544 6.756 0.00
H 3.210 -7.423 5.283 0.00
H 0.411 -6.678 3.168 0.00
H 1.880 -7.592 3.433 0.00
H 3.248 -5.591 3.152 0.00
H 2.091 -5.641 1.846 0.00
H 2.229 -3.357 2.867 0.00
H 0.619 -4.037 2.927 0.00
H 3.107 -3.762 6.425 -0.01
H 3.544 -2.979 4.908 0.00
H 3.690 -4.708 5.050 0.00
H -0.014 -2.511 4.774 0.01
H 1.590 -1.803 4.781 0.00
H 0.925 -2.474 6.270 0.00
H -0.105 -7.309 6.640 0.00
H 0.514 -8.458 5.448 0.00
H -0.768 -7.338 5.003 0.00
C 6.478 4.235 -2.553 0.02
C 6.411 4.639 -4.052 0.02
C 5.729 6.003 -4.242 0.03
C 4.202 5.986 -4.197 -0.02
C 3.651 4.899 -5.117 0.03
C 4.236 3.526 -4.799 0.01
N 5.731 3.564 -4.836 0.36
O 6.132 3.591 -6.065 0.57
C 3.701 3.072 -3.427 0.02
C 3.715 2.488 -5.787 -0.01
C 7.865 4.797 -4.489 -0.01
H 5.828 3.404 -2.300 -0.01
H 7.479 3.894 -2.289 0.00
H 6.226 5.069 -1.895 0.00
H 6.025 6.407 -5.216 0.00
H 6.113 6.698 -3.493 0.00
H 3.849 5.847 -3.172 0.00
H 3.821 6.958 -4.517 0.00
H 2.564 4.860 -5.031 0.00
H 3.868 5.166 -6.156 0.00
H 4.127 2.109 -3.140 -0.01
H 2.618 2.955 -3.482 0.00
H 3.887 3.783 -2.625 0.00
H 3.923 2.760 -6.820 0.00
H 2.634 2.396 -5.680 0.00
H 4.158 1.510 -5.594 0.00
H 8.389 3.841 -4.476 0.00
H 8.368 5.473 -3.797 0.00
H 7.954 5.220 -5.488 0.00

101
Properties=species:S:1:pos:R:3:mulliken_spin:R:1 method="wB97M-V/def2-TZVPD" orbital_gap_ha="0.2393 / 0.2411" lumo_energy_ev="-0.531 / -0.746" homo_energy_ev="-7.044 / -7.308" multiplicity=2 relative_energy_kcal_mol=0.0
Cu 1.062 -0.535 0.955 -0.04
C 1.498 2.790 0.278 -0.01
P -0.239 2.270 0.523 0.01
C -0.328 2.317 2.377 0.00
N -0.121 3.445 2.999 0.00
C -0.236 3.472 4.354 0.00
C -0.010 4.680 5.052 0.00
C -0.157 4.711 6.408 0.00
C -0.536 3.548 7.122 0.00
C -0.747 2.369 6.468 0.00
C -0.588 2.313 5.065 0.00
N -0.762 1.133 4.415 0.00
C -0.630 1.122 3.118 0.00
P -0.663 -0.547 2.312 -0.03
C -0.196 -1.592 3.733 0.01
C -2.431 -0.990 1.982 0.00
C -2.417 -2.431 1.461 0.00
C -2.998 -0.078 0.898 0.01
C -3.279 -0.882 3.251 0.00
C -1.181 3.821 0.046 0.00
C -2.551 3.806 0.726 0.00
C -1.381 3.689 -1.470 0.00
C -0.474 5.143 0.332 0.00
H 1.586 3.206 -0.727 0.00
H 2.166 1.928 0.356 0.00
H 1.805 3.543 1.007 0.00
H 0.274 5.555 4.485 0.00
H 0.016 5.632 6.949 0.00
H -0.655 3.600 8.196 0.00
H -1.030 1.466 6.991 0.00
H -0.809 -1.399 4.612 0.00
H 0.846 -1.386 3.976 0.00
H -0.272 -2.636 3.432 0.00
H -1.736 -2.531 0.613 0.00
H -3.421 -2.697 1.122 0.00
H -2.126 -3.147 2.230 0.00
H -2.357 -0.049 0.016 0.00
H -3.113 0.945 1.258 0.00
H -3.984 -0.449 0.606 0.00
H -3.026 -1.653 3.977 0.00
H -4.332 -1.006 2.988 0.00
H -3.168 0.090 3.733 0.00
H -3.057 2.851 0.586 0.00
H -3.186 4.580 0.288 0.00
H -2.471 4.004 1.797 0.00
H -1.963 2.799 -1.721 0.00
H -0.428 3.632 -1.998 0.00
H -1.916 4.566 -1.845 0.00
H -0.220 5.247 1.384 0.00
H -1.137 5.968 0.050 0.00
H 0.438 5.242 -0.256 0.00
C -2.859 -2.615 -2.434 0.00
C -1.493 -3.226 -2.769 0.00
C -1.316 -4.491 -1.923 0.00
C -1.495 -3.599 -4.251 0.00
P -0.226 -1.932 -2.235 0.02
C -0.449 -0.691 -3.565 0.00
C 0.063 -0.778 -4.860 0.00
C -0.208 0.198 -5.805 0.00
C -1.017 1.278 -5.478 0.00
C -1.533 1.382 -4.197 0.00
C -1.236 0.415 -3.245 0.00
C 1.512 -2.610 -2.456 0.01
C 1.805 -3.585 -3.597 0.00
C 1.847 -3.304 -1.125 -0.01
C 2.427 -1.386 -2.588 -0.01
H -3.643 -3.350 -2.637 0.00
H -3.063 -1.732 -3.043 0.00
H -2.925 -2.328 -1.386 0.00
H -2.176 -5.150 -2.078 0.00
H -1.260 -4.263 -0.856 0.00
H -0.423 -5.050 -2.196 0.00
H -2.304 -4.311 -4.440 0.00
H -0.565 -4.069 -4.567 0.00
H -1.672 -2.728 -4.882 0.00
H 0.678 -1.621 -5.145 0.00
H 0.206 0.110 -6.802 0.00
H -1.237 2.037 -6.218 0.00
H -2.161 2.223 -3.932 0.00
H -1.612 0.522 -2.233 0.00
H 1.245 -4.514 -3.501 0.00
H 2.868 -3.843 -3.566 0.00
H 1.603 -3.168 -4.584 0.00
H 1.287 -4.228 -0.982 0.00
H 1.630 -2.635 -0.289 0.00
H 2.912 -3.549 -1.092 0.00
H 2.257 -0.837 -3.514 0.00
H 3.469 -1.721 -2.579 0.00
H 2.301 -0.694 -1.754 0.00
Cl 3.214 -2.469 2.251 0.02
C 4.391 -1.643 1.283 0.19
C 5.691 -2.081 1.338 -0.11
C 6.668 -1.437 0.581 0.25
C 6.335 -0.352 -0.226 -0.11
C 5.035 0.090 -0.273 0.18
Cl 4.652 1.431 -1.291 0.02
C 3.952 -0.520 0.473 0.05
N 2.735 -0.094 0.386 0.55
H 5.949 -2.921 1.968 0.00
H 7.692 -1.783 0.621 0.02
H 7.090 0.148 -0.817 0.00

100
Properties=species:S:1:pos:R:3:mulliken_spin:R:1 method="wB97M-V/def2-TZVPD" orbital_gap_ha="0.2724 / 0.1968" lumo_energy_ev="-4.779 / -7.040" homo_energy_ev="-12.190 / -12.395" multiplicity=4 charge=+2
P 1.614 1.144 -3.690 0.47
C 3.208 1.525 -3.157 0.01
C 4.069 0.855 -4.066 0.11
H 3.647 0.050 -4.677 0.00
C 5.369 1.296 -4.206 -0.02
H 5.998 0.825 -4.962 0.00
C 5.839 2.330 -3.394 0.07
H 6.865 2.669 -3.525 0.00
C 5.020 2.919 -2.422 -0.01
H 5.424 3.714 -1.795 0.00
C 3.695 2.511 -2.265 0.02
H 3.046 2.931 -1.494 0.00
C 1.115 -0.538 -3.725 0.06
C 1.794 -1.642 -3.157 0.05
H 2.650 -1.480 -2.499 0.00
C 1.377 -2.933 -3.487 -0.04
H 1.923 -3.797 -3.101 0.00
C 0.288 -3.128 -4.346 0.08
H -0.016 -4.134 -4.624 0.00
C -0.412 -2.037 -4.876 -0.03
H -1.241 -2.177 -5.572 0.00
C -0.029 -0.748 -4.542 0.09
H -0.551 0.128 -4.944 -0.01
C 0.372 2.384 -3.666 0.05
C 0.679 3.053 -4.880 0.04
H 1.595 2.736 -5.402 -0.01
C -0.179 4.017 -5.377 0.01
H 0.061 4.475 -6.332 0.00
C -1.317 4.362 -4.637 0.01
H -1.974 5.127 -5.037 0.00
C -1.608 3.748 -3.413 0.00
H -2.497 4.051 -2.850 0.00
C -0.773 2.742 -2.914 0.02
H -0.958 2.287 -1.939 -0.01
Mn 0.126 0.103 1.501 1.20
C -1.338 -1.311 1.189 -0.05
C -1.918 -1.473 -0.028 -0.01
H -1.647 -1.941 2.049 0.00
C -1.349 -0.649 -1.180 -0.02
O -2.470 0.059 -1.819 0.00
H -2.191 0.653 -2.542 0.00
C -0.376 0.153 -0.513 -0.14
H -0.866 -1.301 -1.952 0.02
C 0.327 1.123 0.004 0.07
Cl 2.188 1.360 2.233 -0.01
P -1.272 2.038 1.950 0.01
P 1.651 -1.772 1.675 0.00
C -0.715 2.872 3.437 -0.02
H 0.367 3.015 3.393 0.00
H -0.918 2.233 4.299 0.01
H -1.219 3.836 3.544 0.00
C -1.442 3.369 0.745 0.00
H -2.108 3.082 -0.074 0.00
H -0.473 3.619 0.306 0.00
H -1.852 4.261 1.228 0.00
C -2.980 1.562 2.250 -0.01
H -3.104 1.203 3.273 0.00
H -3.283 0.762 1.570 0.00
H -3.646 2.417 2.093 0.00
C 2.246 -1.847 3.402 0.00
H 1.391 -1.662 4.065 0.01
H 2.962 -1.032 3.570 0.00
H 2.703 -2.819 3.634 0.00
C 1.003 -3.463 1.407 0.00
H 0.687 -3.575 0.361 0.00
H 0.115 -3.611 2.036 0.00
H 1.748 -4.240 1.646 0.00
C 3.176 -1.737 0.659 0.00
H 3.630 -0.738 0.743 0.00
H 2.925 -1.923 -0.397 0.00
H 3.899 -2.500 0.996 0.00
P -3.285 -2.589 -0.339 0.00
C -3.676 -3.537 1.140 0.00
C -2.761 -3.719 -1.647 0.00
H -3.939 -2.860 1.965 0.00
H -2.821 -4.161 1.436 0.00
H -4.536 -4.193 0.932 0.00
H -2.408 -3.153 -2.523 0.00
H -3.606 -4.363 -1.945 0.00
H -1.940 -4.355 -1.278 0.00
C -4.737 -1.671 -0.861 0.00
H -5.086 -1.048 -0.027 0.00
H -5.538 -2.362 -1.165 0.00
H -4.447 -1.021 -1.695 0.00
H 1.173 1.507 -0.562 -0.03
C -2.253 -1.164 4.708 0.04
C -1.112 -0.598 5.450 0.34
C -0.950 -0.630 6.874 0.07
C 0.274 0.005 7.146 0.15
C 0.811 0.400 5.879 0.32
C 2.093 1.097 5.689 0.01
N -0.040 0.024 4.876 -0.05
H -2.133 -2.255 4.594 0.04
H -2.334 -0.708 3.711 0.00
H -3.180 -0.980 5.270 0.02
H -1.663 -1.076 7.553 0.00
H 0.770 0.185 8.091 0.00
H 2.032 2.113 6.109 0.04
H 2.889 0.557 6.225 0.03
H 2.336 1.165 4.617 -0.01